Entry from OMol25: a molecular structure, C6H8CuLiO6 in a non-equilibrium geometry (ωB97M-V/def2-TZVPD).

Calculated values
E_HOMO (eV): -6.46
HOMO-LUMO gap (eV): 5.707
Charge: 0
Electronic energy (eV): -63479.86431
Maximum force (hartree/bohr): 0.0438
LUMO (eV): -0.75

XYZ file:
```
22
Properties=species:S:1:pos:R:3:forces:R:3:lowdin_charge:R:1
O 3.392032 0.483806 0.482037 0.6 0.4 0.0 0.087
C 2.193926 0.958829 0.185159 -0.2 -1.3 1.8 -0.574
C 3.557425 -0.862096 -0.002768 -0.3 0.1 -0.3 -0.089
O 1.771763 1.990034 0.656663 -0.1 1.0 -1.0 0.109
O 1.451120 0.042219 -0.417934 0.0 -1.9 -0.4 -0.005
C 2.120360 -1.357206 -0.188341 1.0 1.5 -0.1 -0.004
H 4.103829 -1.427294 0.756866 0.0 0.2 -0.2 0.142
H 4.101943 -0.815282 -0.952197 0.0 -0.1 0.3 0.135
H 1.754875 -1.824774 0.732075 -0.6 0.4 -0.6 0.130
H 2.052478 -1.976852 -1.087961 -0.7 0.3 0.4 0.139
O -2.266625 -0.909848 -0.194930 -0.3 0.8 -0.8 -0.255
C -1.488228 -1.701160 0.705723 0.7 -0.4 0.4 -0.297
C -3.163058 0.058844 0.341966 0.2 -0.2 0.2 -0.230
O -0.471834 -2.062300 0.089273 -0.3 0.3 0.1 -0.186
O -1.529521 1.650825 -0.440610 1.8 0.9 0.2 -0.419
C -2.879343 1.374864 -0.390226 -1.4 0.1 0.1 -0.370
H -2.979828 0.158722 1.423949 0.0 -0.1 -0.3 0.109
H -4.205268 -0.266054 0.187756 0.2 0.2 0.0 0.119
H -3.477446 2.164262 0.116136 0.3 -0.2 -0.2 0.112
H -3.303688 1.283928 -1.416199 0.2 0.1 0.3 0.114
Li -0.592410 0.084253 -0.789263 -0.5 -0.6 0.3 0.651
Cu -0.142512 2.952289 0.202836 -0.6 -1.4 -0.2 0.581
```
Positions in Å, forces in eV/Å.

---

Entry from OMol25: a molecular structure, C53H44AsF10N6O4PReS in a non-equilibrium geometry (ωB97M-V/def2-TZVPD).

Calculated values
<S²>: 0.77
E_HOMO (alpha / beta) (eV): -7.44 / -7.44
HOMO-LUMO gap (alpha / beta) (eV): 4.519 / 4.963
Charge: 0
2S+1: 2
Electronic energy (eV): -183067.49293
Maximum force (hartree/bohr): 0.0716
LUMO (alpha / beta) (eV): -2.92 / -2.48

XYZ file:
```
121
Properties=species:S:1:pos:R:3:forces:R:3:lowdin_charge:R:1
Re 0.248655 2.193253 -0.368439 3.2 -1.3 1.4 1.701
C -0.581545 2.183353 2.606561 -0.5 -0.2 0.2 -0.044
N 0.595955 2.466653 1.777961 -0.2 -0.1 -1.0 -0.299
C 1.059355 3.849753 2.046561 0.2 0.7 -0.4 -0.139
C 1.670855 4.571253 0.830761 0.1 -0.1 0.4 -0.181
N 1.090855 4.116953 -0.428239 -1.0 -2.1 1.1 -0.138
C 1.244455 4.903853 -1.508839 0.1 1.2 -2.0 -0.167
C 1.949755 6.133653 -1.607439 -0.1 -0.3 0.3 -0.113
F 2.610155 6.656653 -0.548339 -0.1 -0.1 -0.3 0.079
C 2.023555 6.873553 -2.776539 0.0 0.2 -0.3 -0.134
F 2.679355 8.037953 -2.758039 -0.2 -0.4 0.0 0.134
C 1.438955 6.432253 -3.958739 0.0 0.0 0.1 -0.127
F 1.513955 7.154953 -5.082339 0.0 -0.3 0.4 0.131
C 0.767655 5.214953 -3.927539 0.0 0.1 -0.2 -0.138
F 0.204755 4.711953 -5.030439 0.1 0.2 0.2 0.132
C 0.666355 4.518353 -2.743439 0.1 0.0 0.5 -0.120
F -0.049045 3.357353 -2.767739 0.3 0.2 -0.1 0.032
C 1.641855 1.472453 2.104161 0.6 -0.5 -0.4 -0.156
C 2.743555 1.446053 1.045261 0.0 0.0 0.6 -0.178
N 2.112755 1.398953 -0.259039 -2.2 1.0 1.1 -0.138
C 2.832555 1.076153 -1.339839 1.3 -0.6 -2.2 -0.187
C 4.238455 0.903153 -1.423639 -0.5 0.1 0.4 -0.110
F 5.012155 1.063453 -0.325539 -0.1 -0.1 -0.4 0.087
C 4.887155 0.581453 -2.603339 0.1 -0.1 -0.3 -0.133
F 6.213155 0.413653 -2.592939 -0.3 0.1 0.0 0.131
C 4.180555 0.434453 -3.792439 0.0 0.0 0.1 -0.126
F 4.807555 0.135053 -4.936239 -0.2 0.1 0.4 0.130
C 2.797655 0.607053 -3.766439 0.1 -0.1 -0.2 -0.148
F 2.094055 0.473353 -4.894439 0.1 0.0 0.3 0.129
C 2.163855 0.900353 -2.579139 0.2 0.1 0.6 -0.145
F 0.806155 1.028553 -2.570839 0.3 -0.1 -0.2 0.025
H -0.360045 2.311053 3.670361 0.1 0.0 -0.1 0.115
H -1.393745 2.855253 2.338761 0.0 0.0 0.0 0.086
H -0.895745 1.156353 2.429761 0.0 0.0 0.0 0.090
H 0.200255 4.428653 2.388961 0.0 -0.1 0.0 0.117
H 1.790555 3.841253 2.860361 -0.1 0.0 0.0 0.137
H 1.488355 5.638453 0.985461 0.1 -0.2 0.0 0.128
H 2.756755 4.426453 0.799961 -0.1 0.1 0.1 0.120
H 2.065555 1.686953 3.090661 -0.1 0.0 0.0 0.140
H 1.169355 0.486253 2.114961 0.0 0.2 0.0 0.092
H 3.393055 2.326353 1.130261 0.0 -0.2 0.0 0.120
H 3.358055 0.558153 1.215961 0.0 0.1 0.1 0.124
C 1.957055 -3.509947 -0.333839 -0.1 0.3 0.1 -0.393
C 1.112855 -4.779147 -0.276239 0.2 -0.3 0.0 -0.397
As 0.560755 -5.337347 1.553761 -0.1 -0.3 -0.1 1.349
C -0.028145 -7.148847 1.078661 0.1 0.2 0.1 -0.401
C 0.453955 -8.298947 1.690461 0.2 0.2 0.1 -0.111
C -0.121445 -9.529747 1.422661 0.0 -0.1 0.0 -0.090
C -1.191745 -9.623547 0.550061 0.0 -0.1 0.0 -0.095
C -1.681645 -8.483947 -0.066139 -0.1 0.0 0.0 -0.092
C -1.107145 -7.256747 0.204761 0.1 0.3 0.0 -0.134
C 2.340755 -5.645547 2.310961 -0.1 0.0 0.0 -0.406
C 2.549355 -5.251647 3.629461 -0.4 0.0 0.0 -0.133
C 3.800555 -5.344047 4.212961 0.1 0.0 0.1 -0.088
C 4.870655 -5.824647 3.475961 0.0 0.0 0.1 -0.088
C 4.672855 -6.235747 2.168361 0.2 -0.1 -0.1 -0.084
C 3.418055 -6.148347 1.593261 -0.1 -0.1 -0.2 -0.114
P 1.018655 -1.873447 -0.211039 0.7 -1.1 0.0 1.102
C -0.171545 -2.278547 -1.553439 0.1 0.3 0.2 -0.373
C -1.488345 -2.719747 -1.529739 0.0 -0.1 0.0 -0.114
C -2.190845 -2.895047 -2.713439 -0.1 0.0 0.0 -0.079
C -1.598045 -2.649547 -3.938639 -0.1 0.0 0.0 -0.078
C -0.273545 -2.249347 -3.977139 0.1 0.0 -0.1 -0.068
C 0.422155 -2.066047 -2.799039 0.0 0.0 0.0 -0.124
C 0.400455 -2.163647 1.497161 -0.2 0.5 -0.2 -0.419
C -0.875845 -2.493047 1.939061 0.1 0.2 0.0 -0.177
C -1.160545 -2.558647 3.293161 -0.1 0.0 0.0 -0.090
C -0.173945 -2.321247 4.234961 0.0 0.0 0.0 -0.085
C 1.110155 -2.012847 3.811261 0.0 0.0 0.1 -0.097
C 1.386755 -1.927347 2.459861 -0.1 -0.1 -0.1 -0.162
H 2.502555 -3.477147 -1.283039 0.0 0.0 0.1 0.072
H 2.702155 -3.509247 0.468261 0.1 0.0 -0.1 0.059
H 1.680455 -5.615247 -0.699439 -0.1 0.1 0.0 0.064
H 0.216855 -4.663247 -0.892239 0.0 -0.1 0.1 0.046
H 1.285655 -8.225447 2.382761 0.0 -0.1 0.0 0.096
H 0.258955 -10.418347 1.904561 0.0 -0.1 0.0 0.102
H -1.650445 -10.580747 0.357961 0.0 -0.1 0.0 0.100
H -2.519045 -8.554447 -0.745339 -0.1 0.0 -0.1 0.102
H -1.502145 -6.359147 -0.262039 -0.1 -0.1 0.0 0.090
H 1.711655 -4.860647 4.198661 0.1 0.0 0.0 0.085
H 3.941855 -5.036047 5.239861 0.0 0.0 0.0 0.102
H 5.855655 -5.871347 3.915861 0.1 -0.1 0.1 0.102
H 5.501655 -6.623347 1.592661 0.1 0.0 0.0 0.104
H 3.283255 -6.477947 0.570661 0.0 0.0 0.0 0.101
H -1.994445 -2.944547 -0.604839 0.0 0.0 0.1 0.087
H -3.215245 -3.231047 -2.668339 -0.1 0.0 0.0 0.106
H -2.161145 -2.780647 -4.849739 0.0 0.0 -0.1 0.104
H 0.226355 -2.078547 -4.917939 0.0 0.0 -0.1 0.106
H 1.459455 -1.753747 -2.842539 0.0 0.1 0.0 0.089
H -1.654245 -2.729747 1.232061 0.0 0.0 0.1 0.076
H -2.161945 -2.810047 3.607161 -0.1 -0.1 0.1 0.109
H -0.396445 -2.372947 5.291461 0.0 0.0 0.0 0.105
H 1.891655 -1.830447 4.538261 0.0 0.0 0.0 0.109
H 2.391955 -1.680547 2.139061 0.1 0.0 0.0 0.100
O -4.748645 8.313453 1.540361 0.4 0.3 0.4 -0.372
S -5.985845 8.629153 0.867961 -1.1 -1.8 -1.1 0.398
O -5.885845 9.467053 -0.306139 0.2 0.8 0.1 -0.353
O -7.140045 8.798253 1.713061 -0.1 0.5 0.3 -0.353
C -6.354845 7.020953 -0.026839 0.5 2.6 1.7 -0.359
N -7.568445 6.648553 -0.333239 -1.3 -0.8 -0.6 0.147
C -7.663545 5.491453 -0.981539 0.1 0.3 0.2 -0.100
C -6.552345 4.711453 -1.277139 0.7 -0.3 0.0 0.010
C -5.310745 5.198953 -0.858339 -1.5 0.9 0.0 -0.214
N -5.250645 6.392553 -0.257939 1.5 -2.0 -0.8 0.138
C -4.038745 4.489553 -0.879439 0.7 -0.5 0.0 -0.101
C -3.727845 3.366753 -1.647339 0.1 0.2 0.2 0.037
C -2.510545 2.744353 -1.463139 -0.2 -0.2 -0.2 -0.123
N -1.601045 3.137353 -0.556939 -1.0 0.5 -0.2 -0.144
C -1.885445 4.255753 0.131261 -0.2 0.3 0.2 -0.100
C -3.055145 4.953253 0.001561 0.0 -0.2 -0.2 0.055
H -8.665545 5.170153 -1.235039 0.0 -0.1 -0.1 0.110
H -6.648145 3.757753 -1.770539 -0.1 -0.2 0.0 0.099
H -4.411845 2.985753 -2.387839 -0.1 -0.1 -0.1 0.122
H -2.237345 1.881053 -2.054339 0.0 -0.1 -0.1 0.120
H -1.129645 4.607953 0.812561 0.1 0.0 0.0 0.094
H -3.254245 5.849553 0.566761 0.0 0.2 0.1 0.127
C -1.895045 0.040853 0.036061 -1.3 -0.2 0.1 -0.226
O -0.552745 0.318153 -0.126939 1.2 2.8 -0.3 -0.463
H -2.034645 -0.703147 0.830361 0.0 0.2 -0.2 0.065
H -2.313645 -0.370547 -0.895239 0.0 0.1 0.2 0.084
H -2.482645 0.928953 0.309361 0.0 -0.2 0.0 0.069
```
Positions in Å, forces in eV/Å.

---

Entry from OMol25: a molecular structure, C2CaF3MgNO4S2 in a non-equilibrium geometry (ωB97M-V/def2-TZVPD).

Calculated values
<S²>: 0.75
E_HOMO (alpha / beta) (eV): -12.83 / -12.83
HOMO-LUMO gap (alpha / beta) (eV): 7.178 / 6.078
Charge: +1
2S+1: 2
Electronic energy (eV): -65454.73792
Maximum force (hartree/bohr): 0.0407
LUMO (alpha / beta) (eV): -5.65 / -6.75

XYZ file:
```
14
Properties=species:S:1:pos:R:3:forces:R:3:lowdin_charge:R:1
O 2.934697 -3.289460 1.134875 -0.1 0.7 -0.6 0.145
C 2.432789 -2.202372 1.234578 0.1 -1.0 0.6 -0.545
O 1.943601 -1.516203 2.151765 0.7 -0.8 -0.5 -0.211
Mg 2.200910 -1.261293 -0.981602 -1.4 1.4 0.6 1.059
Ca 0.730303 0.187683 2.010832 -0.5 1.2 1.5 1.382
N 0.336138 -0.007389 -1.149466 0.7 -0.9 0.4 -0.739
S 1.436375 1.133123 -0.289915 0.9 -0.4 -1.1 0.359
S -1.107223 -0.152316 -0.534454 -1.5 -1.3 -0.3 0.566
O -1.104578 -0.079020 0.972318 -0.4 -0.1 -1.4 -0.552
O -1.843053 -1.261229 -1.117290 1.2 1.4 0.8 -0.256
C -2.076765 1.390125 -0.984356 -0.1 -0.4 -0.2 -0.700
F -1.626876 2.432766 -0.310969 0.3 0.3 0.3 0.145
F -1.949545 1.611042 -2.279109 0.1 -0.1 -0.1 0.171
F -3.349458 1.194678 -0.691487 0.1 -0.1 0.1 0.177
```
Positions in Å, forces in eV/Å.

---

Entry from OMol25: a molecular structure, C46H37LiN5O4S2 in a non-equilibrium geometry (ωB97M-V/def2-TZVPD).

Calculated values
<S²>: 0.79
E_HOMO (alpha / beta) (eV): 0.83 / -1.95
HOMO-LUMO gap (alpha / beta) (eV): 3.352 / 6.131
Charge: -2
2S+1: 2
Electronic energy (eV): -85820.81900
Maximum force (hartree/bohr): 0.0529
LUMO (alpha / beta) (eV): 4.19 / 4.18

XYZ file:
```
95
Properties=species:S:1:pos:R:3:forces:R:3:lowdin_charge:R:1
Li 0.821138 0.467421 0.225344 0.5 0.1 0.0 0.603
C 5.643076 -0.006391 0.130371 0.3 0.3 0.1 -0.084
C 4.259657 -0.214101 0.136604 -0.6 -0.2 0.0 -0.143
N 3.375264 0.769007 0.127310 0.0 -0.5 0.0 0.108
C 3.813690 2.025212 0.127562 0.6 0.3 0.1 -0.170
C 5.201462 2.361135 0.216222 0.1 -0.2 0.0 -0.194
C 6.119002 1.275097 0.197931 -0.2 -0.1 0.0 -0.053
C 5.605472 3.694355 0.289328 0.4 0.2 0.0 -0.116
C 4.669638 4.721924 0.237402 0.1 -0.1 0.0 -0.100
C 3.309806 4.443924 0.086369 -0.1 0.2 0.0 -0.193
C 2.327959 5.468494 -0.018499 0.1 0.1 0.1 -0.084
C 1.023413 5.106436 -0.272024 -0.4 -0.2 -0.1 -0.120
C 0.695677 3.764093 -0.387043 -0.5 0.7 -0.2 -0.206
N 1.576435 2.772000 -0.212051 0.1 -0.6 0.1 0.072
C 2.843887 3.095104 0.010402 -0.1 0.1 0.0 -0.173
H 6.314415 -0.852623 0.070729 0.0 -0.1 0.1 0.083
H 3.858757 -1.221013 0.140405 0.0 0.0 0.0 0.077
H 7.184898 1.486055 0.221345 0.0 0.0 0.0 0.097
H 6.665530 3.918858 0.368841 0.0 0.0 0.0 0.081
H 4.983875 5.761260 0.269497 0.0 0.0 0.0 0.086
H 2.629472 6.507154 0.055800 0.0 0.0 0.0 0.084
H 0.255553 5.864859 -0.392411 0.0 -0.1 0.0 0.078
H -0.302461 3.458812 -0.659972 0.0 0.1 -0.1 0.035
O -0.598605 0.774401 1.457514 0.6 -0.4 0.2 -0.359
N -1.070904 -0.100996 2.316857 -0.3 -0.6 0.3 -0.239
C -0.896420 0.163309 3.621447 0.1 0.0 0.6 -0.070
C -1.504093 -0.560250 4.613060 0.0 0.1 0.0 -0.090
C -2.326314 -1.633339 4.246383 0.1 0.0 0.0 -0.100
C -2.434521 -1.947259 2.923557 -0.1 0.0 0.5 -0.117
C -1.787651 -1.204591 1.909290 -0.1 0.0 -0.1 -0.721
S -1.958411 -1.628257 0.310074 -0.1 -0.2 -0.8 0.705
H -0.261919 1.013329 3.815301 0.0 0.1 -0.1 0.138
H -1.356899 -0.293015 5.648222 0.1 0.1 0.0 0.087
H -2.855855 -2.212805 4.997536 0.1 0.0 -0.1 0.093
H -3.032360 -2.782857 2.593639 0.0 0.0 -0.1 0.088
O -2.329448 1.584574 -0.470351 0.0 -1.0 -1.0 -0.485
S -1.980532 2.437877 0.650764 -1.3 2.1 1.2 0.963
C -3.201850 2.091137 2.051702 0.7 0.1 -0.2 -0.231
C -4.541378 1.602345 1.641916 -0.2 0.1 -0.1 -0.264
C -4.666012 0.502518 0.794038 0.0 0.0 0.0 -0.054
C -5.916712 0.013518 0.465999 -0.2 -0.1 -0.1 -0.075
C -7.063908 0.601561 0.973846 -0.2 0.0 0.0 -0.116
C -6.948470 1.705967 1.803785 -0.2 0.1 0.0 -0.115
C -5.698066 2.206241 2.124948 0.1 0.1 0.1 -0.063
C -2.890857 4.113456 0.128308 0.3 -0.3 0.5 -0.216
C -3.126438 3.992512 -1.318635 -0.2 0.1 -0.2 -0.309
C -4.064897 3.049764 -1.731784 -0.2 0.1 -0.1 -0.059
C -4.185369 2.704978 -3.061456 -0.2 0.0 -0.1 -0.083
C -3.375094 3.306835 -4.011407 0.0 -0.1 -0.1 -0.111
C -2.474050 4.281754 -3.618700 0.1 0.1 -0.2 -0.100
C -2.349725 4.627904 -2.283806 0.0 0.0 0.1 -0.052
H -3.257474 3.005814 2.648135 0.0 0.0 -0.1 0.093
H -2.702299 1.334107 2.644045 0.0 0.0 0.1 0.063
H -3.785728 0.031532 0.382008 0.1 -0.1 0.1 0.025
H -5.996444 -0.847504 -0.186992 0.1 0.0 0.0 0.103
H -8.043614 0.201870 0.732627 0.0 0.0 0.0 0.088
H -7.835985 2.178670 2.207481 0.0 0.0 0.0 0.088
H -5.614035 3.068339 2.779496 0.0 0.0 0.0 0.104
H -2.198860 4.910481 0.405745 -0.1 0.0 0.0 0.075
H -3.821970 4.182826 0.693949 0.1 0.0 0.0 0.073
H -4.677390 2.558224 -0.989215 0.0 0.0 0.0 0.103
H -4.897414 1.943890 -3.355765 0.0 0.0 0.0 0.098
H -3.432929 2.997402 -5.047169 0.0 0.1 0.0 0.089
H -1.846138 4.760519 -4.360702 0.0 0.0 0.0 0.093
H -1.625602 5.378200 -1.988698 0.1 -0.1 0.0 0.098
O 0.959070 -2.165116 2.561810 -0.1 0.0 0.4 0.041
C 1.244691 -2.384506 1.399696 0.2 -0.3 0.2 -0.576
N 1.710752 -3.642783 0.984145 0.3 -0.1 0.0 0.142
C 1.844300 -3.667707 -0.450462 -0.1 0.3 0.1 -0.298
C 1.519431 -2.146095 -0.770371 0.1 -0.8 -0.1 -0.512
O 1.589647 -1.694907 -1.897899 -0.1 0.1 -0.4 0.054
N 1.231736 -1.521285 0.360515 0.0 0.9 0.1 0.091
C 0.873430 -4.653869 -1.053459 -0.1 -0.1 -0.1 -0.139
C 1.221791 -6.001406 -1.140494 0.0 0.1 0.1 -0.039
C 0.308459 -6.936750 -1.595512 0.0 0.0 0.0 -0.107
C -0.964003 -6.535781 -1.974047 -0.1 -0.1 0.0 -0.117
C -1.317702 -5.198706 -1.884728 -0.2 0.0 -0.1 -0.078
C -0.405977 -4.261825 -1.429511 0.1 0.0 0.0 -0.020
C 3.254805 -3.880260 -0.922765 0.3 -0.1 -0.1 -0.167
C 3.497253 -3.988457 -2.290734 -0.1 0.0 -0.1 -0.024
C 4.790886 -4.086336 -2.767725 0.0 -0.1 -0.2 -0.089
C 5.862850 -4.077713 -1.890355 0.2 0.0 0.1 -0.116
C 5.629435 -3.967364 -0.527536 0.1 0.0 -0.1 -0.104
C 4.332865 -3.869354 -0.047539 -0.1 -0.1 0.1 -0.039
H 1.342536 -4.444813 1.464073 -0.1 0.0 0.1 0.139
H 2.215939 -6.315216 -0.843553 0.0 0.0 0.0 0.115
H 0.588828 -7.979294 -1.653041 0.0 -0.1 0.0 0.088
H -1.680818 -7.269789 -2.330351 0.0 0.1 0.0 0.089
H -2.313300 -4.875541 -2.176869 0.1 0.0 0.1 0.103
H -0.690091 -3.223512 -1.347763 0.0 0.1 0.0 0.050
H 2.658724 -3.969464 -2.977563 0.1 0.0 0.1 0.124
H 4.967837 -4.165122 -3.834444 0.0 0.0 0.0 0.094
H 6.878028 -4.136599 -2.264613 0.0 0.0 0.0 0.088
H 6.462885 -3.948772 0.161342 0.1 0.0 0.1 0.092
H 4.142763 -3.773744 1.013302 0.0 0.0 0.0 0.112
```
Positions in Å, forces in eV/Å.